Molecular formula: C22H44Br4Cl4Co2O6
Method: DFT, the ωB97M-V functional and the def2-TZVPD basis

Positions of all 82 atoms, in Å:
1 Co 8.7979 13.2764 11.8012
2 Co 11.8622 10.3731 10.3811
3 Cl 6.9663 12.0924 11.2607
4 Cl 10.2568 12.4064 10.3292
5 Cl 12.9353 10.8154 12.2236
6 Cl 8.9838 15.4154 11.4643
7 C 8.4060 9.7658 9.2432
8 C 8.8517 9.3094 10.5884
9 O 9.9837 9.4087 11.0336
10 C 7.8293 8.5904 11.3794
11 H 9.0128 10.5993 8.9493
12 H 7.3164 9.9766 9.2200
13 H 8.5775 8.9192 8.5639
14 H 7.1405 9.3679 11.7669
15 H 8.3137 8.0896 12.2350
16 H 7.2897 7.8424 10.7991
17 C 5.2640 12.2291 7.5162
18 C 6.7453 11.9519 7.3733
19 O 7.2354 10.9304 6.9799
20 C 7.6134 13.1377 7.8166
21 H 5.0655 12.1550 8.6047
22 H 4.8237 11.3645 7.0979
23 H 4.9784 13.2354 7.2308
24 H 8.5673 12.6902 8.0552
25 H 7.2074 13.7214 8.6451
26 H 7.7168 13.8989 7.0408
27 C 12.5670 6.8579 11.5348
28 C 13.2369 7.5038 10.3135
29 O 13.0378 8.6476 9.9537
30 C 14.1447 6.6374 9.5984
31 H 12.1436 7.6849 12.0919
32 H 13.3049 6.2008 12.0198
33 H 11.8415 6.1681 11.0811
34 H 15.0598 6.4934 10.1964
35 H 14.3056 7.0370 8.6253
36 H 13.6805 5.6258 9.5328
37 C 14.6241 13.2093 8.0170
38 C 14.2941 12.0628 8.9602
39 O 13.1291 11.7881 9.1574
40 C 15.3813 11.1882 9.4844
41 H 15.2016 13.9557 8.5054
42 H 13.6752 13.5273 7.5688
43 H 15.2537 12.9233 7.1909
44 H 15.4520 10.4325 8.7091
45 H 15.1663 10.7418 10.4674
46 H 16.3309 11.7136 9.4230
47 C 8.4484 11.9499 15.9578
48 C 9.0074 12.0085 14.5451
49 O 8.7262 12.9390 13.8214
50 C 9.8719 10.8689 14.0413
51 H 9.1122 12.6192 16.5485
52 H 8.4725 10.9596 16.3688
53 H 7.4240 12.3548 15.9671
54 H 10.4559 11.0850 13.1436
55 H 9.2303 9.9534 13.9863
56 H 10.5848 10.6214 14.8532
57 C 10.8414 8.9325 6.1645
58 C 11.1459 9.9455 7.2410
59 O 11.2755 9.6079 8.3725
60 C 11.1735 11.3761 6.8839
61 H 10.1682 9.3757 5.4408
62 H 10.5491 7.9971 6.7165
63 H 11.7786 8.6770 5.6479
64 H 12.0216 11.4333 6.1815
65 H 11.3264 12.1385 7.6748
66 H 10.3108 11.6266 6.2699
67 Br 13.4485 17.0668 8.8264
68 C 12.0610 15.6791 8.8479
69 C 10.9395 15.8399 7.8259
70 Br 11.2831 15.1827 6.0308
71 H 11.5545 15.6624 9.8016
72 H 12.5580 14.7152 8.7597
73 H 10.5948 16.8857 7.7345
74 H 10.1354 15.1509 8.1220
75 Br 14.4842 14.1273 11.5490
76 C 12.9250 14.5151 12.6554
77 C 13.1315 13.8908 13.9807
78 Br 11.8995 14.6654 15.3685
79 H 12.0783 14.1060 12.1712
80 H 12.7251 15.5732 12.7645
81 H 14.0662 14.2658 14.3361
82 H 13.1690 12.8129 13.9771

- E_LUMO (spin up / spin down): 0.01 / 0.00 eV
- 2S+1: 7
- HOMO energy (spin up / spin down): -8.66 / -8.60 eV
- <S²>: 12.0128
- Kohn-Sham gap (spin up / spin down): 8.67 / 8.60 eV

Molecular formula: C13H4BrF5NO4Pd
Method: DFT, the ωB97M-V functional and the def2-TZVPD basis

Positions of all 29 atoms, in Å:
1 Pd -2.7967 -1.0093 0.4971
2 O -1.2166 -3.4728 0.1661
3 C -2.2183 -2.8274 0.0963
4 O -3.4064 -2.8863 -0.2464
5 C 0.8557 -2.9153 1.8681
6 O 0.8654 -4.0060 2.2633
7 O 0.8834 -1.8036 1.5474
8 Br 3.6172 0.0398 -4.7714
9 C 2.2376 -0.0814 -3.4725
10 C 2.2888 0.6861 -2.3226
11 C 1.2510 0.5459 -1.4193
12 C 0.2215 -0.3450 -1.7022
13 N 0.1795 -1.0757 -2.8122
14 C 1.1756 -0.9441 -3.6824
15 H 3.1113 1.3655 -2.1445
16 H 1.2298 1.1142 -0.4985
17 H -0.5877 -0.4504 -0.9852
18 H 1.1292 -1.5469 -4.5825
19 F -1.3173 -0.6718 3.3432
20 C -1.1576 0.4432 2.5954
21 C -1.7183 0.5265 1.3328
22 C -1.4744 1.7203 0.6812
23 F -1.9567 1.9263 -0.5717
24 C -0.7299 2.7616 1.2126
25 F -0.5169 3.8995 0.5244
26 C -0.1918 2.6234 2.4772
27 F 0.5321 3.6168 3.0205
28 C -0.4075 1.4505 3.1774
29 F 0.1180 1.3167 4.4087

- E_LUMO: 2.39 eV
- 2S+1: 1
- Relative energy (zero: lowest compared OMol25 entry of this formula, charge and spin): 0.0 kcal per mole
- HOMO energy: -4.96 eV
- Kohn-Sham gap: 7.35 eV
- Net charge: -1

Molecular formula: C18H26N6O4
Method: DFT, the ωB97M-V functional and the def2-TZVPD basis

Positions of all 54 atoms, in Å:
1 C 3.5198 3.8042 -3.0517
2 C 3.5175 2.7416 -2.0017
3 N 4.6134 2.0446 -1.7477
4 N 4.2510 1.1760 -0.7882
5 C 2.9607 1.2952 -0.4137
6 C 2.3358 0.4200 0.6190
7 C 2.4406 2.3115 -1.1868
8 C 1.0308 2.8196 -1.1670
9 C -0.0646 1.7663 -1.1163
10 O -1.0507 1.9506 -0.4139
11 N 0.0685 0.6270 -1.8584
12 C 0.9230 0.5275 -3.0398
13 C 0.0847 0.4061 -4.3045
14 O 0.3346 1.0128 -5.3246
15 N -0.9629 -0.4422 -4.1454
16 C -1.0351 -1.2675 -2.9522
17 C -0.9899 -0.3821 -1.7160
18 C -0.7222 -1.2416 -0.4748
19 O -0.1123 -2.2962 -0.5516
20 N -1.1672 -0.7095 0.6815
21 C -1.2079 -1.4690 1.9023
22 C -0.6781 -0.6907 3.0956
23 C -0.8188 -1.5576 4.3345
24 C -2.2796 -1.8719 4.5878
25 N -2.9747 -2.3442 3.3970
26 C -4.3051 -2.8696 3.6387
27 C -2.6258 -2.0214 2.1203
28 O -3.3588 -2.2160 1.1686
29 H 2.6313 4.4309 -2.9860
30 H 4.3938 4.4451 -2.9440
31 H 3.5485 3.3665 -4.0509
32 H 4.9346 0.5391 -0.4201
33 H 1.4434 0.8937 1.0277
34 H 2.0337 -0.5442 0.2015
35 H 3.0236 0.2330 1.4456
36 H 0.8381 3.4641 -0.3091
37 H 0.8455 3.4313 -2.0551
38 H 1.5448 1.4060 -3.1439
39 H 1.5852 -0.3406 -2.9557
40 H -1.5360 -0.6338 -4.9504
41 H -1.9645 -1.8316 -2.9559
42 H -0.2197 -1.9927 -2.9142
43 H -1.9396 0.1450 -1.6093
44 H -1.6659 0.1679 0.6178
45 H -0.5749 -2.3456 1.7359
46 H 0.3627 -0.4176 2.9156
47 H -1.2417 0.2410 3.2168
48 H -0.2592 -2.4867 4.1941
49 H -0.4072 -1.0631 5.2154
50 H -2.3759 -2.6407 5.3576
51 H -2.7916 -0.9768 4.9686
52 H -4.7245 -3.2278 2.7045
53 H -4.2496 -3.6910 4.3547
54 H -4.9616 -2.0950 4.0476

- E_LUMO: 0.57 eV
- 2S+1: 1
- Relative energy (zero: lowest compared OMol25 entry of this formula, charge and spin): 5.9 kcal per mole
- HOMO energy: -8.97 eV
- Kohn-Sham gap: 9.54 eV
- SMILES: Cc1n[nH]c(C)c1CC(=O)N1CC(=O)NC[C@H]1C(=O)N[C@H]1CCCN(C)C1=O

Molecular formula: C42H63O22
Method: DFT, the ωB97M-V functional and the def2-TZVPD basis

Positions of all 127 atoms, in Å:
1 C -1.0651 -0.2425 -1.2280
2 C -0.5214 0.0499 0.1295
3 O 0.4419 0.8399 0.1702
4 O -1.0420 -0.5784 1.0717
5 H -0.8515 0.4871 -2.0091
6 H -2.1444 -0.3659 -1.1390
7 H -0.6294 -1.2000 -1.5136
8 O -5.3755 1.6451 3.7876
9 C -4.1850 1.5622 3.5100
10 O -3.7158 1.5542 2.2497
11 C -2.3437 1.1442 2.1799
12 C -1.8569 1.5462 3.5039
13 C -3.0226 1.3670 4.4729
14 H -1.8099 1.7102 1.4165
15 H -2.2023 0.1006 1.8985
16 H -1.5595 2.5935 3.4516
17 H -0.8810 1.1026 3.7014
18 H -3.0194 1.9964 5.3628
19 H -3.1277 0.3794 4.9221
20 O 3.1860 1.1880 4.9470
21 C 2.5298 0.7759 3.9731
22 O 2.3923 1.4320 2.8102
23 C 1.4606 0.8024 1.9274
24 C 0.8129 -0.2848 2.7468
25 C 1.8000 -0.5716 3.8784
26 H 2.0251 0.3971 1.0877
27 H 0.6333 1.4117 1.5636
28 H 0.6305 -1.1942 2.1744
29 H -0.1587 0.0912 3.0673
30 H 2.5723 -1.3003 3.6319
31 H 1.2246 -0.7890 4.7782
32 O 0.3103 3.4193 -2.9648
33 C -0.6567 2.8796 -2.4662
34 O -1.4933 2.2216 -3.2612
35 C -2.5594 1.6067 -2.5205
36 C -2.5216 2.1903 -1.1375
37 C -1.1865 2.8612 -1.0264
38 H -2.5377 0.5198 -2.4417
39 H -3.4254 1.8730 -3.1266
40 H -2.6328 1.4404 -0.3543
41 H -3.3325 2.8981 -0.9656
42 H -0.5403 2.2399 -0.4063
43 H -1.2029 3.8367 -0.5403
44 O -2.5880 -5.6740 -1.1588
45 C -2.3775 -4.5098 -0.8326
46 O -1.0862 -4.0820 -0.6053
47 C -1.0555 -2.7062 -0.3736
48 C -2.5279 -2.3904 0.0061
49 C -3.3722 -3.3817 -0.6987
50 H -0.8044 -2.1312 -1.2648
51 H -0.3643 -2.4719 0.4360
52 H -2.7585 -1.3298 -0.0933
53 H -2.5935 -2.4989 1.0887
54 H -3.5992 -2.9906 -1.6904
55 H -4.3625 -3.5128 -0.2625
56 O -0.4150 -5.5568 -3.8520
57 C 0.1339 -4.4827 -3.6127
58 O 0.9512 -3.9468 -4.5010
59 C 1.5702 -2.7434 -4.0177
60 C 0.5150 -2.3481 -2.9383
61 C -0.0694 -3.6322 -2.4303
62 H 1.6507 -2.0700 -4.8710
63 H 2.5697 -2.9464 -3.6331
64 H -0.2428 -1.6916 -3.3659
65 H 1.1467 -1.7700 -2.2639
66 H -1.0385 -3.6903 -1.9347
67 H 0.6768 -3.8949 -1.6804
68 O 0.6611 -0.4719 -5.7589
69 C 0.9230 0.1724 -4.7276
70 O 2.0819 0.6850 -4.5505
71 C 2.1238 1.2358 -3.2455
72 C 0.9366 0.6490 -2.5724
73 C -0.0579 0.5480 -3.6682
74 H 1.9879 2.3165 -3.2880
75 H 3.1171 1.1279 -2.8098
76 H 0.5473 1.3310 -1.8165
77 H 1.0159 -0.2641 -1.9825
78 H -0.5316 1.4743 -3.9933
79 H -0.8242 -0.2229 -3.5861
80 O 3.1437 -4.0377 -1.2119
81 C 2.8797 -2.9060 -0.7980
82 O 1.6199 -2.4283 -0.7478
83 C 1.6601 -1.1311 -0.1111
84 C 3.0542 -0.9324 0.4206
85 C 3.8830 -1.8368 -0.4211
86 H 0.9431 -1.1561 0.7094
87 H 1.3942 -0.3963 -0.8710
88 H 3.0095 -1.2577 1.4600
89 H 3.5497 0.0251 0.2605
90 H 4.6200 -2.3500 0.1966
91 H 4.2642 -1.4194 -1.3530
92 O 5.2820 1.8272 -3.1391
93 C 4.3838 1.8891 -2.2866
94 O 3.5477 3.0077 -2.3117
95 C 2.7416 3.0782 -1.1203
96 C 2.7463 1.6073 -0.5768
97 C 3.9582 0.9115 -1.2213
98 H 1.7569 3.5306 -1.2376
99 H 3.3418 3.7152 -0.4706
100 H 1.7602 1.1670 -0.7246
101 H 2.9705 1.6000 0.4899
102 H 3.6380 -0.0426 -1.6399
103 H 4.7630 0.7326 -0.5082
104 O -1.3387 -4.7645 3.4531
105 C -1.6425 -3.5633 3.3091
106 O -0.7447 -2.7554 2.8138
107 C -1.3691 -1.4458 2.5493
108 C -2.6121 -1.4423 3.4351
109 C -2.9484 -2.8941 3.6550
110 H -1.6181 -1.5966 1.4989
111 H -0.5863 -0.7022 2.6988
112 H -3.4748 -1.0251 2.9157
113 H -2.4998 -0.9664 4.4093
114 H -3.7982 -3.1136 3.0087
115 H -3.1949 -3.1207 4.6923
116 O -0.1928 6.0002 -0.3114
117 C -0.0496 4.9936 0.3286
118 O 0.4951 3.9092 -0.2640
119 C 0.6444 2.8553 0.5990
120 C -0.2955 3.2444 1.7916
121 C -0.2311 4.7012 1.7918
122 H 1.6824 2.8196 0.9298
123 H 0.2731 1.8991 0.2302
124 H 0.0227 2.8509 2.7570
125 H -1.3192 2.9921 1.5150
126 H 0.6343 5.0196 2.3730
127 H -1.1055 5.1422 2.2704

- E_LUMO: 1.70 eV
- 2S+1: 1
- Relative energy (zero: lowest compared OMol25 entry of this formula, charge and spin): 837.5 kcal per mole
- HOMO energy: -6.47 eV
- Kohn-Sham gap: 8.17 eV
- Net charge: -1

Molecular formula: C22H50F6Na5O16S2
Method: DFT, the ωB97M-V functional and the def2-TZVPD basis

Positions of all 101 atoms, in Å:
1 Na -10.3223 -0.9212 17.0200
2 Na -8.7310 2.3608 21.4303
3 Na -1.5542 0.6620 20.8821
4 Na -5.1933 -4.3994 19.4308
5 Na -2.9269 -2.5895 14.0194
6 C -5.5553 1.5025 15.8832
7 F -5.4144 2.7468 16.1073
8 F -6.7089 1.2533 15.2331
9 F -4.4876 1.0856 15.2561
10 S -5.6734 0.5451 17.5691
11 O -4.6917 1.1876 18.4886
12 O -7.0961 0.7084 17.9765
13 O -5.2748 -0.8340 17.1647
14 C -10.3211 5.4883 16.0814
15 F -11.0346 5.5322 14.9404
16 F -9.1355 4.8655 15.9239
17 F -10.1564 6.7140 16.5581
18 S -11.4482 4.3029 17.2092
19 O -10.5932 4.2124 18.4301
20 O -12.7032 5.0279 17.3550
21 O -11.5891 3.0259 16.4530
22 C 0.7692 -0.8017 12.5890
23 O -0.6272 -0.4800 12.4670
24 C -0.9358 0.3170 11.2586
25 C -1.2849 -0.6129 10.0564
26 O -2.1982 -1.5616 10.5927
27 C -2.5873 -2.6482 9.8024
28 H 0.9653 -1.1247 13.6114
29 H 1.3637 0.1117 12.5691
30 H 1.2228 -1.3602 11.7701
31 H -0.0979 0.8575 10.8183
32 H -1.7684 0.9818 11.4885
33 H -0.3812 -1.0064 9.5911
34 H -1.9418 -0.0864 9.3640
35 H -1.7060 -3.1779 9.4408
36 H -3.0791 -2.2178 8.9300
37 H -3.3493 -3.2017 10.3512
38 C -8.7823 2.6638 6.7459
39 O -8.0892 1.6280 7.4955
40 C -7.8651 1.7361 8.8611
41 C -7.3126 3.1035 9.3482
42 O -5.9445 3.2065 8.9440
43 C -5.1508 4.2057 9.5985
44 H -9.0400 2.3022 5.7504
45 H -8.1244 3.5325 6.7242
46 H -9.6684 3.1197 7.1877
47 H -7.1554 0.9274 9.0356
48 H -8.8219 1.5590 9.3524
49 H -7.2688 3.2277 10.4302
50 H -7.9219 3.9650 9.0753
51 H -5.5591 5.2134 9.6759
52 H -4.1282 4.2629 9.2253
53 H -5.0507 3.9072 10.6421
54 C -8.6555 3.7393 24.8976
55 O -7.8762 4.4074 23.8736
56 C -6.4789 4.2910 24.1544
57 C -5.7456 5.0258 23.0759
58 O -6.3047 4.6281 21.8545
59 C -6.0482 5.3282 20.5750
60 H -8.8479 4.2697 25.8302
61 H -8.1124 2.8084 25.0608
62 H -9.5307 3.3629 24.3681
63 H -6.2195 3.2374 24.2587
64 H -6.3678 4.7261 25.1476
65 H -4.6752 4.8299 23.0123
66 H -5.8279 6.1127 23.0813
67 H -4.9842 5.2669 20.3465
68 H -6.3886 6.3635 20.5929
69 H -6.6895 4.9481 19.7798
70 C 0.8355 6.6492 11.5958
71 O 0.9861 5.3005 11.9954
72 C 0.9838 5.0950 13.3893
73 C -0.3630 5.1420 14.1734
74 O -0.6819 6.5091 14.3508
75 C -2.0538 6.7450 14.2797
76 H 1.7455 7.1755 11.8840
77 H -0.0026 7.1872 12.0386
78 H 0.6787 6.6186 10.5175
79 H 1.6861 5.8204 13.7999
80 H 1.3569 4.1286 13.7284
81 H -0.1495 4.7292 15.1594
82 H -1.0906 4.4841 13.6983
83 H -2.2138 7.8231 14.2913
84 H -2.6814 6.2662 15.0314
85 H -2.5390 6.4395 13.3527
86 C -9.1765 -4.0905 21.3703
87 O -8.7166 -4.8804 20.3336
88 C -9.0641 -6.2898 20.1990
89 C -8.4112 -7.1733 21.2952
90 O -7.0308 -6.9679 21.1864
91 C -6.3103 -6.9484 22.4050
92 H -8.6669 -4.1892 22.3288
93 H -10.2532 -4.2278 21.4702
94 H -9.1179 -3.0353 21.1033
95 H -8.7161 -6.6149 19.2186
96 H -10.1451 -6.3010 20.3383
97 H -8.7308 -8.2086 21.1761
98 H -8.6881 -6.9323 22.3215
99 H -6.7305 -6.1423 23.0065
100 H -5.2623 -6.7352 22.1948
101 H -6.5382 -7.8521 22.9702

- E_LUMO: -9.24 eV
- 2S+1: 1
- HOMO energy: -12.55 eV
- Kohn-Sham gap: 3.31 eV
- Net charge: +3

Molecular formula: C5H6N2S
Method: DFT, the ωB97M-V functional and the def2-TZVPD basis

Positions of all 14 atoms, in Å:
1 C 2.2207 -0.9964 0.0431
2 C 0.4711 -0.9067 -0.2257
3 C -0.8546 0.9259 0.2698
4 C -1.8676 -0.1472 0.0559
5 C 0.3734 0.5026 -0.5057
6 N 2.5308 0.2418 0.0805
7 N 1.6878 1.1683 -0.1480
8 S -0.9362 -1.7882 -0.0037
9 H 2.4795 -1.9130 0.4629
10 H -1.0157 1.9219 0.0119
11 H -0.5349 0.8148 1.2402
12 H -2.3720 -0.1257 1.0111
13 H -2.6234 -0.2128 -0.7256
14 H 0.4411 0.5146 -1.5666

- E_LUMO (spin up / spin down): 0.77 / -1.69 eV
- 2S+1: 3
- Relative energy (zero: lowest compared OMol25 entry of this formula, charge and spin): 47.4 kcal per mole
- HOMO energy (spin up / spin down): -6.51 / -8.96 eV
- <S²>: 2.0300
- Kohn-Sham gap (spin up / spin down): 7.28 / 7.28 eV

Molecular formula: C6H19FeO11P
Method: DFT, the ωB97M-V functional and the def2-TZVPD basis

Positions of all 38 atoms, in Å:
1 Fe 1.1780 0.1102 -0.0271
2 O 2.0571 -1.3800 0.9486
3 H 2.7544 -1.0907 1.5358
4 P 1.5678 2.1911 -1.6467
5 O 0.2709 1.5478 -1.0927
6 O 2.5730 1.3196 -0.8048
7 O 1.8022 3.7067 -1.4865
8 O 1.9074 2.0360 -3.1656
9 C 0.7761 2.1911 2.7519
10 C -0.2579 3.0791 2.0843
11 O 0.3786 3.9377 1.1463
12 O 1.5963 1.4157 1.8479
13 H 0.3195 1.4520 3.4167
14 H 1.4124 2.8164 3.3865
15 H -0.8244 3.7434 2.7445
16 H -0.9874 2.4902 1.5231
17 H 0.3256 3.5007 0.2727
18 H 2.1521 2.0739 1.3829
19 C -2.1045 -0.0325 0.6855
20 C -2.6987 -0.9992 -0.3620
21 O -2.5443 -2.3595 0.0201
22 O -0.7400 -0.2841 0.9845
23 H -2.6544 -0.0632 1.6339
24 H -2.1752 0.9811 0.2894
25 H -2.1825 -0.8013 -1.3012
26 H -3.7621 -0.8332 -0.5655
27 H -2.9210 -2.5468 0.8823
28 H -0.7442 -0.9104 1.7148
29 C 0.1917 -2.3846 -2.4755
30 C 0.5248 -3.5614 -1.5867
31 O 0.1384 -3.2795 -0.2453
32 O 0.5770 -1.0943 -1.9937
33 H -0.8817 -2.3551 -2.6947
34 H 0.8564 -2.5309 -3.3367
35 H 1.6165 -3.6326 -1.5550
36 H 0.1848 -4.5347 -1.9585
37 H -0.8256 -3.1841 -0.2612
38 H 1.1427 -0.7347 -2.6923

- E_LUMO (spin up / spin down): 4.27 / 4.27 eV
- 2S+1: 5
- Relative energy (zero: lowest compared OMol25 entry of this formula, charge and spin): 0.0 kcal per mole
- HOMO energy (spin up / spin down): 0.95 / 0.97 eV
- <S²>: 6.0081
- Kohn-Sham gap (spin up / spin down): 3.33 / 3.30 eV
- Net charge: -2

Ordered E_tot results: -16218.67137; -4054.83300; -1331.09486; -3292.25903; -4278.01004; -701.59231; -2672.77485; unit hartree.